1.
Computed, not measured: the molecule C20H26O3 at a distorted geometry, with ωB97M-V with the def2-TZVPD basis set.

```
49
Properties=species:S:1:pos:R:3
O 4.17726 4.27872 0.59909
O 2.40518 3.91826 2.75118
O -2.21391 -4.04573 -0.94093
C 0.66553 3.09302 1.19633
C 0.84636 -1.69722 0.48990
C -1.56398 -0.00978 1.60290
C -2.00700 -2.06744 0.09960
C 3.16303 1.08253 0.49331
C 2.03930 1.09670 -0.66972
C 0.05473 -0.62236 -0.24913
C 2.10666 3.33758 1.46454
C 1.50024 1.18748 2.14806
C -0.03960 -1.09669 -1.68317
C 0.58654 0.88186 -0.23141
C -2.82268 -2.90712 0.80379
C -1.68476 -2.79394 -0.96659
C 0.37351 1.62512 1.11587
C 2.71882 1.93912 1.68584
C -0.89150 -2.18835 -2.03462
C -1.11369 1.44872 1.61334
C -2.91568 -4.16918 0.18877
C 2.82169 4.26622 0.40428
C -1.45947 -0.67096 0.20027
H 1.79234 0.09531 2.18675
H 3.29908 4.06812 2.95276
H -1.08123 -2.49286 -3.07162
H -1.16286 1.72214 2.67744
H -2.79011 -0.01314 1.77612
H 0.67336 -2.67888 0.10118
H 2.42230 5.30943 0.57975
H 3.66078 0.11779 0.66756
H -0.94052 -0.49272 2.36600
H 2.68755 3.88650 -0.68469
H -3.43275 -5.00042 0.69218
H 1.91568 -1.47084 0.34958
H 0.03798 1.46194 -0.94520
H 4.00102 1.68773 0.14656
H -3.36380 -2.66373 1.70520
H 2.34031 0.31335 -1.34485
H 0.57261 -1.77344 1.53036
H 0.42932 3.52237 0.20977
H 2.02615 1.98325 -1.36173
H 1.28069 1.51043 3.13966
H -2.08697 -0.07597 -0.47902
H 3.49061 1.85818 2.39695
H 4.56366 4.14858 -0.26061
H 0.02039 3.59479 1.94487
H -1.80905 2.07969 1.04200
H 0.63656 -0.65452 -2.46875
```

The total charge is 0. The total energy is -27300.7881 eV. For the frontier orbital gap, the calculation gives 8.29 eV. As for the lowest unoccupied orbital energy: 0.60 eV.

Atom charges from the Mulliken analysis, given in e for atoms 1 to 5: atom 1 (O): -0.571, atom 2 (O): -0.703, atom 3 (O): -0.467, atom 4 (C): -2.614, atom 5 (C): -1.777

2.
Computed, not measured: a cluster of 2 separate species, C3H7NO3S in total at a distorted geometry, with ωB97M-V with the def2-TZVPD basis set.

```
15
Properties=species:S:1:pos:R:3
S 2.91795 1.18436 -0.65402
O -1.47079 -0.45623 2.63897
O -1.38321 -0.01921 -1.81284
O -1.84993 1.32135 -0.00225
N 0.07030 -1.03041 0.39577
C -1.16080 0.59821 -0.74844
C 1.38651 0.34999 -1.28751
C 0.35152 0.36897 -0.16602
H 1.69928 -0.64449 -1.61864
H 0.56801 0.93160 0.72997
H -0.34870 -1.66115 -0.26756
H 0.94556 -1.40833 0.75244
H -1.10722 -0.92834 1.85569
H -1.64119 0.43023 2.30275
H 1.02271 0.96345 -2.11830
```

The total charge is -2. The total energy is -21692.0261 eV. For the frontier orbital gap, the calculation gives 5.61 eV. As for the lowest unoccupied orbital energy: 6.22 eV.

Atom charges from the Mulliken analysis, given in e for atoms 1 to 5: atom 1 (S): -0.850, atom 2 (O): -0.755, atom 3 (O): -0.711, atom 4 (O): -0.730, atom 5 (N): -0.760

Number 1: HOMO -7.70 eV. Number 2: HOMO 0.61 eV.